A cluster of 2 separate species, C5H11NO in total in a non-equilibrium geometry. Source: the Open Molecules 2025 dataset; level of theory: ωB97M-V/def2-TZVPD.

Values from the calculation:
**Highest occupied orbital energy (spin up / spin down)**: 0.000 / -0.122 hartree
**Max |F|**: 1.2 eV/Å
**Total charge**: -1
**⟨S²⟩**: 0.754
**Orbital gap (spin up / spin down)**: 3.99 / 7.28 eV
**Molar mass**: 101.15 g mol⁻¹
**Energy relative to the best compared isomer or geometry (same formula, charge and spin)**: 134.2 kJ/mol
**2S+1**: 2

Last column: natural (NBO) charge in e.
Positions of all 18 atoms, in Å:
C (-0.65635, 2.05272, -0.68664)  -0.604
C (0.25588, 0.85114, -0.88878)  -0.463
C (0.44236, -0.07284, 0.30702)  0.235
C (0.67728, 0.36805, 1.55181)  -0.592
C (1.78554, -1.81918, -0.45938)  -0.469
N (0.55867, -1.39433, -0.05596)  -0.688
H (-0.45266, 2.81670, -1.43343)  0.184
H (-1.66258, 1.66204, -0.82080)  0.199
H (-0.61194, 2.46262, 0.32089)  0.197
H (1.23252, 1.17489, -1.17783)  0.202
H (-0.16290, 0.20751, -1.65781)  0.216
H (0.50883, 1.39672, 1.88315)  0.161
H (0.87937, -0.31075, 2.36871)  0.185
H (1.90828, -2.81101, -0.88222)  0.137
H (2.69076, -1.35334, -0.06522)  0.113
H (-1.66170, -1.87538, 0.62655)  0.508
H (-3.18898, -1.50227, 0.84844)  0.450
O (-2.54241, -1.85329, 0.22148)  -0.971


A cluster of 2 separate species, C5H11NO in total. Source: the Open Molecules 2025 dataset; level of theory: ωB97M-V/def2-TZVPD.

Values from the calculation:
**Highest occupied orbital energy**: -0.345 hartree
**Max |F|**: 0.5 eV/Å
**Orbital gap**: 10.35 eV
**Molar mass**: 101.15 g mol⁻¹
**Energy relative to the best compared isomer or geometry (same formula, charge and spin)**: 155.2 kJ/mol
**Structure (SMILES)**: CC(C)=O.C=NC

Last column: natural (NBO) charge in e.
Positions of all 18 atoms, in Å:
C (-0.57281, 0.87484, -1.73611)  -0.724
C (0.25071, -0.39170, -1.69546)  0.619
C (1.72899, -0.23400, -1.41318)  -0.731
O (-0.25140, -1.48502, -1.86025)  -0.568
H (-1.62882, 0.63245, -1.88189)  0.230
H (-0.22904, 1.51807, -2.55543)  0.227
H (-0.44341, 1.42881, -0.80035)  0.235
H (2.27709, -1.09246, -1.80719)  0.234
H (1.84335, -0.20833, -0.32295)  0.258
H (2.12895, 0.69904, -1.82285)  0.214
C (-1.34702, -0.98245, 1.19860)  -0.055
N (-0.25188, -0.36083, 1.31884)  -0.415
C (-0.02384, 0.38156, 2.54304)  -0.442
H (-1.54164, -1.54531, 0.28393)  0.197
H (-2.12772, -0.97707, 1.97371)  0.137
H (0.81533, -0.07530, 3.07881)  0.209
H (0.27302, 1.40492, 2.28949)  0.203
H (-0.89987, 0.41279, 3.20923)  0.171


An isolated molecule of C5H11NO in a non-equilibrium geometry. Source: the Open Molecules 2025 dataset; level of theory: ωB97M-V/def2-TZVPD.

Values from the calculation:
**Highest occupied orbital energy**: -0.333 hartree
**Max |F|**: 3.5 eV/Å
**Orbital gap**: 9.97 eV
**Molar mass**: 101.15 g mol⁻¹
**Energy relative to the best compared isomer or geometry (same formula, charge and spin)**: 283.7 kJ/mol
**Structure (SMILES)**: C=C(N)CCCO

Last column: natural (NBO) charge in e.
Positions of all 18 atoms, in Å:
C (-1.02687, -1.29435, 1.45285)  -0.466
C (-0.75716, -0.99744, 0.16692)  0.188
N (-0.98443, -1.89121, -0.92613)  -0.867
C (-0.77741, 0.48121, -0.23544)  -0.440
C (0.49208, 0.82384, -0.93998)  -0.419
C (1.76057, 1.03441, -0.13291)  -0.067
O (1.48697, 2.35284, 0.55918)  -0.748
H (-0.86474, -0.45267, 2.14451)  0.190
H (-1.79191, -1.95100, 1.88874)  0.206
H (-2.00144, -2.04377, -0.88512)  0.366
H (-0.59969, -2.80627, -0.71136)  0.371
H (-1.16839, 1.19212, 0.49387)  0.227
H (-1.58004, 0.34005, -0.97101)  0.224
H (0.36069, 1.62878, -1.70304)  0.214
H (0.80833, -0.12569, -1.40444)  0.213
H (1.83005, 0.22059, 0.62353)  0.169
H (2.68395, 1.10239, -0.69758)  0.179
H (2.12945, 2.38618, 1.27740)  0.460


A cluster of 2 separate species, C5H11NO in total in a non-equilibrium geometry. Source: the Open Molecules 2025 dataset; level of theory: ωB97M-V/def2-TZVPD.

Values from the calculation:
**Highest occupied orbital energy**: -0.346 hartree
**Max |F|**: 3.0 eV/Å
**Orbital gap**: 10.29 eV
**Molar mass**: 101.15 g mol⁻¹
**Energy relative to the best compared isomer or geometry (same formula, charge and spin)**: 247.9 kJ/mol
**Structure (SMILES)**: CNC(C)=O.C=C

Last column: natural (NBO) charge in e.
Positions of all 18 atoms, in Å:
C (0.59121, 1.99724, 0.24348)  -0.453
N (0.99802, 0.69337, -0.40647)  -0.652
C (0.88277, -0.44820, 0.35020)  0.680
C (1.50506, -1.74249, -0.18382)  -0.702
O (0.38819, -0.45553, 1.45243)  -0.617
H (0.31189, 1.66179, 1.24535)  0.257
H (1.48670, 2.63290, 0.35218)  0.200
H (-0.13353, 2.61402, -0.34896)  0.204
H (1.69857, 0.73319, -1.15479)  0.400
H (2.02314, -1.59966, -1.10378)  0.205
H (0.69303, -2.38854, -0.47862)  0.236
H (2.16073, -2.19671, 0.56309)  0.245
C (-2.70787, -0.49375, 0.08762)  -0.403
C (-1.52709, -0.08938, -0.36072)  -0.351
H (-3.30209, 0.29953, 0.66216)  0.185
H (-3.14383, -1.46038, 0.22371)  0.201
H (-1.21651, 0.97011, -0.36300)  0.191
H (-0.70838, -0.72750, -0.78005)  0.173


A cluster of 2 separate species, C5H11NO in total. Source: the Open Molecules 2025 dataset; level of theory: ωB97M-V/def2-TZVPD.

Values from the calculation:
**Highest occupied orbital energy**: -0.285 hartree
**Max |F|**: 0.9 eV/Å
**Orbital gap**: 8.63 eV
**Molar mass**: 101.15 g mol⁻¹
**Energy relative to the best compared isomer or geometry (same formula, charge and spin)**: 190.5 kJ/mol
**Structure (SMILES)**: C=C/C(N)=C/C.O

Last column: natural (NBO) charge in e.
Positions of all 18 atoms, in Å:
C (-2.91388, -1.48181, 0.63161)  -0.374
C (-1.78466, -0.85979, 0.90960)  -0.205
C (-0.78488, -0.39896, -0.09085)  0.133
N (-1.15575, 0.72229, -0.80853)  -0.821
C (0.41630, -0.96196, -0.21340)  -0.294
C (1.49505, -0.41057, -1.10869)  -0.655
H (-3.21258, -1.73176, -0.38603)  0.193
H (-3.63884, -1.76957, 1.39457)  0.200
H (-1.52898, -0.63436, 1.93920)  0.209
H (-0.61171, 1.00970, -1.60190)  0.384
H (-2.13387, 0.95144, -0.86608)  0.387
H (0.71808, -1.76468, 0.43281)  0.206
H (1.21506, -0.29796, -2.15630)  0.200
H (2.41491, -0.99233, -1.01029)  0.224
H (1.85979, 0.56175, -0.74441)  0.210
O (3.54146, 2.36943, 0.89180)  -0.944
H (4.15317, 3.10579, 0.85468)  0.471
H (2.64856, 2.70353, 0.74827)  0.473


A cluster of 2 separate species, C5H11NO in total. Source: the Open Molecules 2025 dataset; level of theory: ωB97M-V/def2-TZVPD.

Values from the calculation:
**Highest occupied orbital energy**: -0.295 hartree
**Max |F|**: 0.6 eV/Å
**Orbital gap**: 8.64 eV
**Molar mass**: 101.15 g mol⁻¹
**Energy relative to the best compared isomer or geometry (same formula, charge and spin)**: 540.0 kJ/mol

Last column: natural (NBO) charge in e.
Positions of all 18 atoms, in Å:
C (-0.97854, 1.04207, 0.14480)  -0.185
C (-0.00674, -0.11362, -1.56576)  0.078
C (1.10670, -0.75994, 0.28446)  -0.639
C (2.25686, 0.16276, 0.67625)  -0.618
C (-2.19594, 0.29321, 0.40339)  0.081
O (-0.40790, 1.06111, -1.12357)  -0.428
N (-2.62339, -0.67279, -0.32155)  -0.699
H (-3.47869, -1.06971, 0.06125)  0.342
H (-0.94547, 2.04140, 0.56517)  0.202
H (0.05915, 0.04739, 0.47739)  0.261
H (-0.68943, -0.94999, -1.51452)  0.213
H (0.71623, -0.04588, -2.37141)  0.180
H (-2.68846, 0.60376, 1.33480)  0.160
H (0.77924, -1.40341, 1.10957)  0.222
H (1.43432, -1.46131, -0.48430)  0.215
H (3.15486, -0.39970, 0.94704)  0.208
H (2.52013, 0.82953, -0.14845)  0.203
H (1.98708, 0.79511, 1.52545)  0.204